1.
The following is a DFT calculation (the ωB97M-V functional and the def2-TZVPD basis) of a 2-piece molecular cluster, C2H7NO overall.

Output
* SMILES: C=O.CN
* total energy: -5723.1267 eV
* orbital gap: 0.370 hartree

Element x y z (Å)
C -1.62805 -0.75000 0.24353
O -1.45730 -1.77023 -0.48190
H -1.93787 0.22208 -0.16929
H -1.63680 -0.83515 1.34224
C 0.88482 0.09446 0.31049
N 0.70589 1.11971 -0.69689
H 0.24382 -0.86268 0.01867
H 1.90914 -0.30358 0.32916
H 0.66581 0.48973 1.30518
H 0.86257 0.73077 -1.62607
H 1.38796 1.86489 -0.57512

***

2.
The following is a DFT calculation (the ωB97M-V functional and the def2-TZVPD basis) of the molecule C5H7NO.

Output
* SMILES: C=CC/C=N\C=O
* total energy: -8834.5904 eV
* orbital gap: 0.375 hartree

Element x y z (Å)
C -0.14259 2.00577 -0.20057
C -0.98160 1.03243 -0.54322
C -1.03983 -0.29301 0.18910
C -0.22590 -1.32424 -0.55592
N 0.96327 -1.68767 -0.30724
C 1.75089 -1.16000 0.70678
O 2.19244 -0.03300 0.74367
H 0.55471 1.88355 0.62540
H -0.10514 2.94174 -0.74952
H -1.64634 1.15072 -1.39821
H -0.65538 -0.16759 1.20698
H -2.07694 -0.64567 0.25241
H -0.70327 -1.79042 -1.42418
H 2.02811 -1.92405 1.45504

***

3.
The following is a DFT calculation (the ωB97M-V functional and the def2-TZVPD basis) of C28H50P2PdSi as an isolated structure.

Output
* total energy: -59761.7391 eV
* expectation value of S²: 6.012
* multiplicity: 5
* orbital gap (spin up / spin down): 0.146 / 0.229 hartree
* charge: +2

Element x y z (Å)
Pd 0.23163 -1.12371 -3.49141
C -0.63657 -2.96655 2.27306
C 0.68106 -3.30756 1.81691
C 0.84711 -1.52483 3.27424
C -0.51682 -1.89566 3.19566
C 1.59525 -2.36203 2.40257
C -1.91252 -3.58917 1.86434
H -1.83588 -4.08543 0.88610
H -2.73296 -2.85145 1.81703
H -2.23189 -4.34979 2.59464
C -1.62734 -1.14340 3.80471
H -2.58608 -1.66290 3.71548
H -1.74555 -0.18860 3.28284
H -1.43794 -0.88337 4.85538
C 1.34543 -0.32153 3.96252
H 0.95698 -0.23010 4.98479
H 0.99462 0.57133 3.42148
H 2.43809 -0.29129 4.01051
C 3.05232 -2.25314 2.11638
H 3.64508 -2.83558 2.84344
H 3.40942 -1.21455 2.19068
H 3.30167 -2.63314 1.11531
C 1.05498 -4.35995 0.84191
H 1.33476 -5.28864 1.34218
H 1.92537 -4.06511 0.23653
H 0.23920 -4.61088 0.14944
C -1.29756 -0.04233 -4.38779
C -1.40823 -1.42335 -4.67870
C -0.78005 -2.07548 -5.87242
C 0.73000 -1.64970 -6.19377
C 1.50783 -1.14207 -4.99732
C 1.50657 0.18832 -4.46139
C 0.72585 1.35531 -5.02077
C -0.73436 0.99068 -5.35755
H -1.38774 -1.96442 -6.77146
H 0.82799 -0.97660 -7.05418
H -0.72238 -3.15222 -5.66170
H -0.79180 0.63385 -6.39211
H -1.89126 0.33729 -3.53846
H -2.22839 -1.96640 -4.18362
H -1.34169 1.90648 -5.24023
H 0.74464 2.16212 -4.29177
H 2.41204 0.47986 -3.90442
H 1.23176 1.74820 -5.91456
H 1.28218 -2.58351 -6.47986
H 2.33232 -1.77306 -4.65400
P -1.57356 0.93201 -0.19448
C -2.94814 1.79853 -0.97540
C -1.80764 -0.83638 -0.34865
P 1.54114 0.38388 0.24357
C 0.18602 1.23360 -0.75157
C 2.73085 -0.22874 -1.03416
C 2.34877 1.85097 0.98146
H -3.25414 2.63639 -0.31768
H -3.79954 1.11073 -1.09982
H -2.65548 2.18139 -1.95525
H -1.65542 -1.16527 -1.37764
H -2.82243 -1.04495 0.00966
H -1.09955 -1.33736 0.31626
H 2.56684 2.58140 0.18983
H 3.26835 1.47335 1.45321
H 1.64994 2.26842 1.72666
H 0.29401 2.32898 -0.66553
H 0.28108 0.89472 -1.79575
H 3.64061 -0.56988 -0.55165
H 2.99231 0.55141 -1.75321
H 2.31764 -1.06607 -1.61116
C -1.85463 4.67927 2.85979
Si -0.82990 3.30665 3.58213
C 0.92415 3.92716 3.64074
C -1.47262 2.65529 5.18925
C -0.90947 1.87969 2.45037
C -1.37249 1.19769 1.51244
H -1.80124 5.47416 3.61228
H -2.91191 4.38857 2.71361
H -1.44522 5.05163 1.90256
H 0.87068 4.79559 4.31122
H 1.63307 3.20088 4.05823
H 1.29479 4.27251 2.66395
H -2.43268 2.13047 5.04896
H -0.76407 1.96141 5.66671
H -1.63726 3.51602 5.84839

***

4.
The following is a DFT calculation (the ωB97M-V functional and the def2-TZVPD basis) of the molecule C10H13O2P.

Output
* SMILES: O=[P@]1(c2ccccc2)CCC[C@@H]1O
* total energy: -23963.3050 eV
* orbital gap: 0.341 hartree

Element x y z (Å)
O -0.64035 2.35328 -0.84073
P -0.52898 0.96735 -0.42637
C 1.20386 0.45728 -0.11635
C 1.48445 -0.86296 0.15092
C 2.82957 -1.19755 0.46896
C 3.86800 -0.25964 0.42169
C 3.53492 1.05794 -0.01559
C 2.24892 1.41076 -0.23953
C -1.23396 -0.35715 -1.44515
C -2.67568 -0.57714 -0.91744
C -2.53471 -0.74416 0.61718
C -1.71330 0.33264 1.28940
O -2.49700 1.38155 1.73226
H 0.86590 -1.72551 0.20348
H 2.83896 -2.24612 0.73488
H 4.93202 -0.33213 0.63448
H 4.27915 1.72165 -0.07609
H 1.84378 2.31978 -0.44871
H -0.83402 -1.36717 -1.16279
H -1.22806 -0.21190 -2.47368
H -3.16685 -1.40885 -1.41196
H -3.18348 0.33271 -1.33391
H -3.58184 -0.68802 0.96440
H -1.97840 -1.76311 0.66657
H -0.90608 -0.06454 1.87411
H -3.22680 1.47099 1.14997

***

5.
The following is a DFT calculation (the ωB97M-V functional and the def2-TZVPD basis) of the molecule C5H6O2.

Output
* SMILES: O=CCC#CCO
* total energy: -9374.6753 eV
* orbital gap: 0.393 hartree

Element x y z (Å)
O 0.32874 -2.39717 -0.89821
C 1.15481 -2.22256 -0.04027
C 1.09131 -1.10877 0.99390
C 0.25329 0.01094 0.57280
C -0.38653 0.95661 0.18790
C -1.20047 2.04834 -0.37118
O -1.49538 1.85967 -1.73936
H 2.02100 -2.90902 0.07644
H 0.70280 -1.58278 1.90865
H 2.10556 -0.76975 1.23828
H -2.11333 2.16893 0.23248
H -0.64992 2.99165 -0.31177
H -1.81187 0.95391 -1.84964

***

6.
The following is a DFT calculation (the ωB97M-V functional and the def2-TZVPD basis) of a 10-piece molecular cluster, C45H60F5N5O5 overall.

Output
* SMILES: Fc1ccccc1.Fc1ccccc1.Fc1ccccc1.Fc1ccccc1.Fc1ccccc1.CNC(C)=O.CNC(C)=O.CNC(C)=O.CNC(C)=O.CNC(C)=O
* total energy: -78915.6875 eV
* orbital gap: 0.342 hartree

Element x y z (Å)
F 11.54576 -27.02660 28.95988
C 11.19584 -28.05251 28.14984
C 11.85042 -29.26136 28.29017
C 11.51876 -30.31978 27.45497
C 10.53031 -30.15668 26.48599
C 9.86849 -28.94602 26.38776
C 10.21932 -27.86412 27.18944
H 12.58348 -29.38313 29.07875
H 12.05854 -31.25159 27.55718
H 10.30592 -30.97348 25.81459
H 9.14684 -28.81589 25.59084
H 9.71915 -26.90614 27.12555
F 7.95640 -20.33694 33.19307
C 7.84058 -21.49476 32.51652
C 7.44704 -22.63178 33.20162
C 7.38914 -23.82163 32.49119
C 7.67145 -23.85899 31.13042
C 8.08469 -22.70880 30.47305
C 8.14429 -21.51192 31.17422
H 7.08151 -22.56413 34.21792
H 7.03809 -24.72166 32.98256
H 7.57926 -24.81739 30.63755
H 8.45204 -22.85444 29.46656
H 8.48889 -20.60024 30.69997
F 12.23158 -21.59599 29.67150
C 11.70306 -21.92877 28.46348
C 10.92574 -23.05015 28.31942
C 10.55939 -23.48159 27.04575
C 10.98371 -22.74858 25.94712
C 11.70477 -21.56524 26.11103
C 12.11734 -21.18283 27.37030
H 10.68410 -23.71820 29.13612
H 9.93543 -24.34917 26.88686
H 10.72538 -23.10601 24.95756
H 12.04517 -21.05380 25.22076
H 12.62324 -20.24730 27.57623
F 10.23031 -31.14927 36.17462
C 10.62052 -30.08991 35.44726
C 10.41666 -28.82486 35.96651
C 10.93880 -27.74636 35.27620
C 11.66763 -27.92568 34.10376
C 11.76067 -29.19074 33.55022
C 11.19041 -30.27330 34.21291
H 9.87306 -28.69121 36.89282
H 10.82447 -26.72775 35.61761
H 12.08762 -27.06434 33.59814
H 12.24147 -29.38378 32.59912
H 11.29390 -31.28129 33.83118
F 14.64110 -26.07529 24.34816
C 15.02800 -26.17334 25.64056
C 14.06665 -26.13721 26.62858
C 14.48350 -26.09008 27.95102
C 15.83230 -26.13102 28.28199
C 16.77540 -26.12612 27.27091
C 16.37420 -26.13627 25.94018
H 13.02060 -26.19931 26.35612
H 13.74934 -26.08054 28.74835
H 16.06880 -26.05839 29.33519
H 17.81844 -25.94386 27.49670
H 17.13086 -26.15569 25.16698
C 13.77064 -19.83463 35.04196
N 14.10104 -19.09624 36.22737
C 14.38396 -17.77406 36.18993
C 14.69656 -17.12954 37.52395
O 14.40773 -17.13906 35.15030
H 14.27521 -19.37441 34.19046
H 12.70512 -19.82516 34.80373
H 14.16647 -20.85099 35.05585
H 13.90900 -19.51807 37.11909
H 15.03224 -17.87141 38.25298
H 13.75156 -16.74032 37.90970
H 15.45352 -16.36449 37.41613
C 11.73898 -25.01331 31.24162
N 11.68390 -23.67777 31.77208
C 11.60897 -23.43390 33.09699
C 11.34286 -22.03797 33.55600
O 11.70058 -24.35085 33.91711
H 12.01623 -24.96652 30.19573
H 10.77183 -25.50427 31.37311
H 12.45011 -25.64070 31.78584
H 11.82187 -22.89419 31.15351
H 10.29985 -21.73612 33.54142
H 11.91878 -21.25595 33.06297
H 11.63154 -22.07920 34.60643
C 14.86084 -22.07605 32.37963
N 14.68873 -23.24032 33.22680
C 15.55250 -23.50446 34.25294
C 15.22466 -24.74778 35.04055
O 16.51873 -22.80640 34.48857
H 14.71827 -22.43147 31.35207
H 15.84464 -21.63994 32.50526
H 14.10453 -21.29595 32.50107
H 14.08666 -23.98012 32.91575
H 16.10302 -25.36060 35.20943
H 14.48376 -25.35167 34.50273
H 14.70171 -24.49219 35.96182
C 11.68394 -23.32521 37.17581
N 10.70166 -24.27048 36.68382
C 9.54209 -24.48208 37.34269
C 8.56281 -25.38276 36.61718
O 9.21943 -23.87917 38.35371
H 11.38867 -22.29506 36.95452
H 12.62640 -23.49591 36.65654
H 11.81628 -23.45494 38.24614
H 10.87589 -24.66742 35.77560
H 8.60814 -25.31476 35.52483
H 7.54883 -25.12929 36.91070
H 8.75320 -26.44094 36.80902
C 9.11420 -28.01758 31.23042
N 9.16362 -29.28852 30.53841
C 8.87297 -30.49332 31.09614
C 9.20225 -31.69342 30.24953
O 8.37774 -30.60796 32.20619
H 8.65560 -28.12070 32.21346
H 8.63850 -27.22277 30.66434
H 10.14513 -27.73658 31.47943
H 9.39808 -29.18815 29.56470
H 9.65634 -31.46040 29.28560
H 8.32966 -32.32299 30.09967
H 9.95532 -32.26600 30.79699